[1]
Computed, not measured: a structure of composition C15H35AsCuF6N6O8 in a non-equilibrium geometry, with the ωB97M-V functional and the def2-TZVPD basis.

Values from the calculation:
Multiplicity   2
Relative energy (zero: lowest compared OMol25 entry of this formula, charge and spin)   303.42 kJ/mol
Orbital gap (spin up / spin down)   7.546 / 4.876 eV
Net charge   0
E   -163224.850 eV
HOMO level (spin up / spin down)   -7.6 / -7.6 eV
Lowest unoccupied orbital energy (spin up / spin down)   -0.0927 / -2.7485 eV

Atoms and positions in Å:
Cu 0.221 0.220 -0.546
As 3.628 -1.203 -2.048
F 3.218 -2.849 -1.462
F 2.237 -0.446 -1.206
F 4.158 0.356 -2.764
F 5.010 -1.940 -2.889
F 2.624 -1.543 -3.514
F 4.680 -0.902 -0.644
N -0.533 2.336 -3.322
O 0.026 1.762 -2.363
O -1.679 2.585 -3.355
O 0.098 2.812 -4.246
C -3.905 -0.313 -2.220
C -2.443 -0.647 -2.438
O -1.619 -0.501 -1.520
N -2.157 -1.259 -3.565
C -0.807 -1.733 -3.960
H -4.627 -1.129 -2.228
H -4.183 0.280 -3.091
H -4.143 0.223 -1.301
H -2.813 -1.137 -4.323
H -0.158 -2.140 -3.184
H -0.172 -0.938 -4.349
H -0.706 -2.468 -4.759
C 3.306 3.242 -0.829
C 2.147 3.039 0.095
O 1.506 1.959 0.162
N 1.895 4.098 0.837
C 1.161 3.881 2.145
H 3.047 2.859 -1.816
H 4.172 2.762 -0.373
H 3.469 4.282 -1.110
H 2.628 4.792 0.819
H 0.164 3.590 1.814
H 1.089 4.848 2.643
H 1.778 3.163 2.686
C 0.232 -4.620 0.432
C -0.483 -3.278 0.315
O -0.023 -2.294 -0.114
N -1.740 -3.262 0.777
C -2.653 -2.192 1.048
H 0.058 -5.111 1.390
H 1.304 -4.439 0.355
H -0.043 -5.319 -0.358
H -2.156 -4.094 1.171
H -2.379 -1.181 1.352
H -3.236 -2.330 1.959
H -3.427 -1.991 0.307
C -2.108 1.463 2.847
C -1.976 1.865 1.372
O -1.176 1.218 0.666
N -2.550 2.970 1.028
C -2.372 3.597 -0.310
H -1.209 1.348 3.453
H -2.614 0.505 2.960
H -2.763 2.182 3.341
H -3.213 3.440 1.629
H -2.626 4.646 -0.154
H -3.071 3.102 -0.984
H -1.394 3.549 -0.790
C 3.335 -1.511 2.153
C 1.894 -1.298 2.486
O 1.179 -0.716 1.672
N 1.318 -1.964 3.488
C -0.141 -2.085 3.665
H 4.083 -0.747 2.363
H 3.440 -1.694 1.084
H 3.700 -2.507 2.406
H 1.869 -2.580 4.068
H -0.384 -2.131 4.727
H -0.233 -3.108 3.300
H -0.758 -1.373 3.118

Charge distribution, Mulliken scheme, values in e:
1 Cu 0.5793
2 As 1.8357
3 F -0.4605
4 F -0.3969
5 F -0.4680
6 F -0.5090
7 F -0.4780
8 F -0.4823
9 N 0.7260
10 O -0.2932
11 O -0.6233
12 O -0.6840
13 C -1.6794
14 C 0.7784
15 O 0.0168
16 N -0.0866
17 C -0.9304
18 H 0.3742
19 H 0.4666
20 H 0.2435
21 H 0.2499
22 H 0.1504
23 H 0.3601
24 H 0.4012
25 C -1.2037
26 C 0.5468
27 O -0.2568
28 N -0.3262
29 C -0.6018
30 H 0.2346
31 H 0.2865
32 H 0.4780
33 H 0.2927
34 H -0.0064
35 H 0.3744
36 H 0.2864
37 C -1.5256
38 C 0.3464
39 O 0.0579
40 N -0.0384
41 C -1.2164
42 H 0.4377
43 H 0.2781
44 H 0.3860
45 H 0.2888
46 H 0.1082
47 H 0.4843
48 H 0.3165
49 C -1.2261
50 C 0.4305
51 O 0.5503
52 N -0.1242
53 C -0.8448
54 H 0.2438
55 H 0.2732
56 H 0.4264
57 H 0.2626
58 H 0.3779
59 H 0.3641
60 H 0.1353
61 C -0.8602
62 C 0.5685
63 O -0.4205
64 N -0.2159
65 C -0.6877
66 H 0.2957
67 H -0.0132
68 H 0.3684
69 H 0.2711
70 H 0.3524
71 H 0.3012
72 H 0.0526


[2]
Computed, not measured: a structure of composition C15H35BBeCl6F5K2N2O7PS2 in a non-equilibrium geometry, with the ωB97M-V functional and the def2-TZVPD basis.

Values from the calculation:
Orbital gap   1.436 eV
Net charge   0
E   -186833.402 eV
HOMO level   -6.0 eV
Lowest unoccupied orbital energy   -4.6139 eV

Atoms and positions in Å:
C -2.124 -1.731 1.665
O -1.488 -0.486 1.403
C -2.145 0.633 1.989
C -2.420 1.688 0.854
C -1.651 3.024 1.066
C -0.493 3.260 0.067
C 0.735 2.214 0.195
C 0.534 0.843 -0.654
C 1.820 0.484 -1.567
C 1.680 0.846 -3.140
O 0.853 -0.182 -3.750
S -0.623 0.313 -4.366
O -1.546 -0.711 -3.980
O -1.235 1.726 -3.605
P -2.886 1.988 -4.112
S -3.986 1.693 -2.566
H -2.418 -1.810 2.732
H -2.970 -1.890 0.970
H -1.387 -2.532 1.471
H -1.441 1.113 2.704
H -3.067 0.365 2.545
H -2.216 1.289 -0.151
H -3.501 1.935 0.929
H -1.296 3.116 2.127
H -2.456 3.911 0.939
H -0.063 4.260 0.303
H -0.850 3.325 -0.995
H 0.927 2.019 1.264
H 1.645 2.716 -0.215
H -0.412 0.837 -1.294
H 0.458 0.035 0.095
H 1.912 -0.621 -1.545
H 2.766 0.855 -1.124
H 2.698 0.733 -3.565
H 1.380 1.921 -3.353
H -3.237 1.101 -5.158
H -3.012 3.319 -4.600
K 0.305 2.904 -2.784
Cl -2.886 4.238 -0.594
B -1.439 -4.401 -0.704
F -1.419 -5.069 -2.005
F -0.466 -3.415 -0.678
F -2.700 -3.842 -0.497
F -1.175 -5.363 0.328
K -0.506 -7.093 1.725
C 4.162 2.068 3.401
O 3.051 2.888 3.087
C 2.525 3.564 4.224
C 2.982 5.010 4.272
O 4.384 5.105 4.487
C 5.104 5.376 3.296
H 4.648 1.782 2.460
H 4.893 2.588 4.027
H 3.821 1.159 3.910
H 2.793 3.040 5.146
H 1.435 3.544 4.131
H 2.495 5.503 5.118
H 2.692 5.540 3.360
H 4.976 6.426 3.011
H 4.789 4.730 2.474
H 6.161 5.194 3.493
Be 4.622 -0.062 1.540
C -4.945 -4.381 3.835
Cl -4.263 -4.003 2.251
Cl -4.317 -3.241 5.037
Cl -6.709 -4.270 3.782
Cl -4.458 -6.029 4.276
F 5.275 -2.257 -0.079
Cl -0.855 -7.034 -1.574
C -0.235 -6.562 -5.426
O 0.233 -6.598 -4.307
N 0.057 -7.500 -6.380
N -1.094 -5.578 -5.829
H -0.319 -7.487 -7.309
H 0.686 -8.237 -6.118
H -1.331 -4.873 -5.152
H -1.493 -5.527 -6.746

Charge distribution, Mulliken scheme, values in e:
1 C -0.8835
2 O -0.2417
3 C -0.7037
4 C 0.2641
5 C -0.8611
6 C -0.3689
7 C -0.5373
8 C 0.3048
9 C -0.7312
10 C -0.8246
11 O -0.2190
12 S 0.5401
13 O -0.3919
14 O -0.3441
15 P 0.1014
16 S -0.2064
17 H 0.4015
18 H 0.3321
19 H 0.1463
20 H 0.2336
21 H 0.4072
22 H -0.4033
23 H 0.4987
24 H 0.4281
25 H 0.2144
26 H 0.2393
27 H 0.0185
28 H 0.1524
29 H 0.3713
30 H -0.1756
31 H 0.2898
32 H 0.3733
33 H 0.2836
34 H 0.4330
35 H 0.5311
36 H 0.1104
37 H 0.1048
38 K 0.8856
39 Cl -0.4903
40 B 0.5969
41 F -0.2755
42 F -0.3745
43 F -0.3140
44 F -0.3528
45 K 1.0244
46 C -0.7677
47 O -0.1631
48 C -0.4831
49 C -0.5706
50 O -0.3806
51 C -0.6814
52 H 0.1360
53 H 0.3276
54 H 0.3820
55 H 0.3708
56 H 0.3300
57 H 0.3870
58 H 0.3272
59 H 0.3300
60 H 0.2546
61 H 0.2504
62 Be 0.3088
63 C 0.3006
64 Cl 0.0335
65 Cl -0.1097
66 Cl -0.1039
67 Cl -0.1265
68 F -0.7365
69 Cl -0.2125
70 C 0.6044
71 O -0.5777
72 N -0.4089
73 N -0.3523
74 H 0.1469
75 H 0.2189
76 H 0.2233
77 H 0.1551


[3]
Computed, not measured: a cluster of 6 separate species, C15H35BrN5O5 in total in a non-equilibrium geometry, with the ωB97M-V functional and the def2-TZVPD basis.

Values from the calculation:
Relative energy (zero: lowest compared OMol25 entry of this formula, charge and spin)   62.52 kJ/mol
Orbital gap   9.232 eV
Net charge   -1
E   -103852.470 eV
HOMO level   -6.7 eV
Lowest unoccupied orbital energy   2.5346 eV

Atoms and positions in Å:
Br -29.735 23.091 -24.820
C -31.763 21.969 -21.620
C -32.164 20.678 -22.291
O -32.731 19.829 -21.731
N -32.102 20.650 -23.612
C -32.640 19.664 -24.537
H -32.257 21.944 -20.697
H -31.889 22.899 -22.046
H -30.631 21.568 -21.534
H -31.497 21.191 -24.379
H -32.210 19.669 -25.587
H -33.484 20.176 -24.778
H -32.693 18.631 -24.260
C -32.872 22.298 -26.932
C -33.317 22.778 -28.347
O -34.089 22.050 -28.933
N -32.871 23.930 -28.889
C -33.472 24.718 -29.791
H -32.387 21.349 -27.098
H -33.681 22.255 -26.296
H -32.028 22.888 -26.410
H -32.058 24.558 -28.445
H -32.835 25.361 -30.513
H -34.024 25.490 -29.156
H -33.930 24.026 -30.345
C -28.700 20.171 -27.917
C -27.382 20.310 -27.259
O -26.601 19.375 -27.526
N -27.177 21.326 -26.426
C -26.016 21.460 -25.681
H -28.516 19.135 -28.389
H -28.605 20.930 -28.762
H -29.528 20.347 -27.204
H -28.190 21.799 -26.099
H -25.119 21.742 -26.393
H -25.658 20.499 -25.324
H -26.139 21.942 -24.798
C -32.874 25.663 -25.695
C -32.127 26.301 -26.838
O -32.552 27.272 -27.379
N -30.984 25.652 -27.283
C -30.073 26.240 -28.267
H -32.345 25.195 -25.050
H -33.766 25.027 -26.162
H -33.154 26.535 -25.284
H -30.636 24.881 -26.729
H -29.300 25.411 -28.577
H -29.572 27.153 -27.822
H -30.555 26.364 -29.231
C -29.202 24.723 -21.002
C -28.490 23.405 -20.854
O -28.275 23.093 -19.687
N -28.251 22.679 -21.933
C -27.681 21.299 -21.880
H -29.848 25.024 -20.129
H -30.024 24.624 -21.813
H -28.448 25.345 -21.347
H -28.635 22.933 -22.912
H -27.542 20.807 -20.742
H -26.716 21.203 -22.548
H -28.385 20.688 -22.244

Charge distribution, Mulliken scheme, values in e:
1 Br -0.7764
2 C -0.4857
3 C 0.5859
4 O -0.6609
5 N 0.0662
6 C -1.0910
7 H 0.3120
8 H 0.2333
9 H -0.0767
10 H 0.0336
11 H 0.2128
12 H 0.4893
13 H 0.3598
14 C -0.3578
15 C 0.5388
16 O -0.6543
17 N -0.0892
18 C -1.0880
19 H 0.2684
20 H 0.4253
21 H -0.2345
22 H 0.1248
23 H 0.1918
24 H 0.2703
25 H 0.5715
26 C -0.6207
27 C 0.6183
28 O -0.6989
29 N 0.1080
30 C -1.0226
31 H 0.3013
32 H 0.1985
33 H 0.0807
34 H 0.0163
35 H 0.2360
36 H 0.3462
37 H 0.4013
38 C -1.2222
39 C 0.9119
40 O -0.6199
41 N -0.1238
42 C -0.9035
43 H 0.4701
44 H 0.0832
45 H 0.4852
46 H 0.0063
47 H 0.2504
48 H 0.2849
49 H 0.3027
50 C -0.8013
51 C 0.7803
52 O -0.7023
53 N 0.2028
54 C -0.9096
55 H 0.2584
56 H 0.0423
57 H 0.3494
58 H -0.1428
59 H 0.2538
60 H 0.1993
61 H 0.4111


Q: Which value of net charge does entry 2 give?
A: 0